[1]
115
Properties=species:S:1:pos:R:3:lowdin_spin:R:1 method="wB97M-V/def2-TZVPD" max_force_ha_per_bohr=0.0170 energy_ha=-5807.2833 spin_multiplicity=4 total_charge=+1 lumo_energy_ev="-4.10 / -4.61" e_above_lowest_kj_mol=14.5
C -3.987 1.082 -5.986 0.000
C -6.297 1.434 -6.812 0.000
C 1.329 2.344 2.542 0.008
C -1.021 -0.842 4.624 0.000
O 1.872 -0.759 -0.177 0.136
H 3.706 0.613 0.326 0.001
C 2.161 -0.505 -3.051 0.010
C -2.663 3.662 1.460 0.000
C -1.972 3.422 0.273 0.000
H 3.447 -2.767 -5.249 0.000
C 1.312 -3.223 4.928 0.000
C 3.917 -1.430 0.919 0.003
C 2.220 -1.541 -3.977 0.001
C 4.580 -1.318 -4.121 0.001
H 6.756 -2.771 2.198 0.000
H -3.840 -2.301 2.432 0.000
N -2.740 1.667 -2.732 0.000
H -8.319 1.731 -7.451 0.000
C -1.997 -1.203 2.466 0.001
C 4.788 -2.375 1.461 0.000
C 6.558 -0.740 1.536 0.000
C -1.262 4.464 -0.326 0.000
H -5.356 0.500 -3.699 0.000
C -3.068 1.416 -5.087 0.000
C 0.900 -4.602 -1.472 0.001
H 3.268 1.001 -2.003 0.005
H 6.043 1.221 0.833 0.000
C -0.045 -0.918 -3.273 0.021
O 2.257 -2.859 2.752 0.001
H 1.863 -5.997 -2.794 0.000
C -6.004 0.796 -4.514 0.000
C 2.469 -1.798 0.578 0.016
C 4.527 -0.262 -3.213 0.001
H -0.698 4.254 -1.229 0.000
Br -1.222 1.182 -5.548 0.001
C -0.975 -0.656 3.242 0.002
H -3.471 3.157 -1.573 0.000
H -1.974 -1.291 -3.687 0.000
N -2.997 2.264 -1.560 0.000
H -2.410 1.304 0.190 0.004
H 2.316 0.035 2.367 0.000
N 0.858 -0.211 -2.602 0.030
H 0.204 -3.114 -0.111 0.002
H 7.584 -0.481 1.765 0.000
H 1.992 1.921 1.792 0.005
C -5.444 1.119 -5.753 0.000
H -0.095 -4.993 -1.652 0.000
C 6.095 -2.028 1.768 0.000
H 4.257 -1.625 4.114 0.000
C 3.255 -4.619 -1.911 0.001
C 1.627 -1.954 1.887 0.003
C -8.214 1.150 -5.389 0.000
C -2.061 -1.550 5.206 0.000
O 1.757 -1.029 4.019 0.001
H -1.029 3.894 5.148 0.000
C 1.995 -5.157 -2.123 0.001
H -1.968 -1.078 1.392 0.001
H 5.441 0.240 -2.925 0.000
N -1.360 -0.749 -3.103 0.014
C 3.422 -1.965 -4.522 0.000
H 3.612 -2.079 5.705 0.000
C 0.164 0.118 2.576 0.020
H -0.240 -0.428 5.245 0.000
O -0.188 0.274 1.203 0.177
H -9.288 1.158 -5.251 0.000
C -2.040 2.101 -0.459 0.019
C 3.649 -2.354 4.650 0.000
H -3.661 0.749 -6.966 0.000
H 4.421 -3.143 -0.902 0.000
C 1.076 -3.544 -0.595 0.004
C -7.379 0.805 -4.336 0.000
H -2.072 -1.695 6.279 0.000
C -3.048 -1.898 3.053 0.000
H 0.333 -3.297 4.454 0.000
C -1.282 5.737 0.205 0.000
H -3.127 1.826 1.859 0.000
H -7.800 0.534 -3.377 0.000
C -7.670 1.466 -6.627 0.000
Re 0.451 0.353 -0.580 2.375
C 1.477 3.674 2.894 0.001
S 0.605 -2.093 -4.360 0.005
C -3.082 -2.074 4.427 0.000
H -1.292 1.540 4.520 0.000
H 4.101 -3.343 4.552 0.000
C -0.503 2.120 4.064 0.003
C 0.630 4.236 3.840 0.002
C 1.524 -0.646 2.689 0.002
C -3.317 2.065 -3.791 0.001
C -0.355 3.456 4.421 0.001
C 2.242 -2.369 4.090 0.000
C -2.700 4.952 1.983 0.000
C 4.383 -0.133 0.716 0.001
O -0.768 1.727 -0.929 0.101
C 5.697 0.210 1.011 0.000
O -3.350 2.713 2.156 0.000
C 0.345 1.545 3.128 0.006
H -4.000 2.917 -3.791 0.000
H 5.529 -1.625 -4.541 0.000
H -1.662 0.214 -2.910 0.003
H 2.251 4.273 2.429 0.000
H -3.901 -2.613 4.887 0.000
C -2.029 5.981 1.355 0.000
H -0.733 6.536 -0.277 0.000
H -5.876 1.665 -7.785 0.000
C 3.321 0.159 -2.683 0.007
H -3.271 5.119 2.888 0.000
H -2.082 6.981 1.767 0.000
C 2.348 -3.031 -0.334 0.001
H 4.114 -5.021 -2.437 0.000
H 4.441 -3.382 1.642 0.000
H 0.627 -2.314 1.626 0.000
H 1.197 -2.780 5.919 0.000
C 3.431 -3.557 -1.031 0.001
H 1.738 -4.223 5.027 0.000
H 0.727 5.280 4.110 0.000



[2]
53
Properties=species:S:1:pos:R:3:nbo_charge:R:1 method="wB97M-V/def2-TZVPD" max_force_ha_per_bohr=0.1044 energy_ha=-1487.5885 spin_multiplicity=1 total_charge=-1 lumo_energy_ev=1.81 e_above_lowest_kj_mol=39.1
O -1.838 3.717 2.689 -0.956
O 0.868 0.858 -0.705 -0.793
H -1.707 -1.921 0.612 0.491
O 0.065 2.981 -1.982 -0.984
O -2.224 -2.623 0.162 -0.989
O 3.898 0.078 -0.378 -1.009
H 2.215 -1.938 -1.984 0.496
H 0.485 1.515 3.812 0.493
O -0.624 -0.364 0.558 -0.729
O 2.430 1.093 -2.965 -0.976
H -1.275 2.787 -0.881 0.504
H -2.034 3.370 3.557 0.456
H -2.490 2.820 0.076 0.476
H 0.154 -0.766 -2.652 0.471
H 2.325 1.866 -3.507 0.469
H 2.190 -1.882 1.569 0.473
H -2.892 0.461 1.597 0.529
H 2.744 1.240 1.835 0.469
C 0.340 -0.224 -0.355 0.997
H 0.395 -3.126 -1.362 0.491
H 0.153 -2.433 2.790 0.469
O 0.803 -1.924 3.255 -0.952
O 0.388 -0.674 -3.570 -1.000
O 0.213 0.665 3.416 -0.987
H 1.111 -0.024 -3.432 0.484
H -1.740 3.004 2.085 0.496
H 0.355 -1.090 3.303 0.475
O -3.971 0.013 0.244 -0.998
O 2.221 -2.315 0.735 -0.970
H -3.320 0.091 -0.487 0.503
O -1.652 2.391 -0.067 -0.999
H -3.195 1.352 2.910 0.482
H 0.915 -4.434 -1.177 0.454
H 1.438 -1.993 0.325 0.467
H 3.454 -0.510 -1.005 0.494
O 3.058 -1.868 -2.456 -0.950
H -0.311 2.597 -2.797 0.474
H -4.505 -0.738 0.006 0.487
O -2.491 0.436 -1.931 -0.962
H 1.913 0.188 2.327 0.486
O -2.539 0.910 2.383 -1.027
H -2.158 -2.533 -0.817 0.488
H 3.424 0.072 0.450 0.477
H -0.727 0.436 0.983 0.502
O 0.302 -3.983 -1.786 -0.956
O 0.571 -1.313 -1.024 -0.855
H 3.423 -2.718 -2.385 0.457
H -0.731 0.693 3.335 0.506
H -2.752 1.100 -2.591 0.480
H -1.966 0.919 -1.247 0.496
H 0.294 2.209 -1.416 0.509
H 2.238 1.207 -2.007 0.523
O 2.758 0.328 1.950 -0.931



[3]
71
Properties=species:S:1:pos:R:3:lowdin_spin:R:1 method="wB97M-V/def2-TZVPD" max_force_ha_per_bohr=0.0802 energy_ha=-3305.8933 spin_multiplicity=2 total_charge=+1 lumo_energy_ev="-4.27 / -4.75" e_above_lowest_kj_mol=88.8
H 0.783 -3.938 5.595 0.000
C -0.869 2.505 1.615 0.040
C 4.079 -2.156 3.235 0.002
H 0.354 4.605 -2.781 0.000
C -1.578 -1.819 -5.623 0.000
H -4.151 1.850 1.121 -0.001
H 1.533 0.204 5.720 0.000
H 1.372 -0.574 7.280 0.000
S -1.927 0.221 0.499 0.084
H 0.199 2.801 -4.511 0.000
C -3.814 -0.184 -5.784 0.000
H -4.696 0.437 -5.831 0.000
S 1.352 0.163 -1.455 0.040
N 0.055 -2.254 0.010 0.003
C 0.114 -3.165 -0.693 0.030
C 3.360 -1.393 1.090 -0.001
H -0.088 4.347 2.361 0.000
H -0.809 -4.629 -1.822 0.000
H -4.295 -1.278 -7.556 0.000
H -2.316 -2.749 -7.399 0.000
H -0.706 -2.448 -5.537 0.000
C -2.476 -1.976 -6.662 0.000
C 4.353 -1.927 1.889 0.002
S 0.718 1.791 1.456 0.170
C 4.205 -1.808 6.456 0.000
H -4.342 4.153 1.968 0.001
C 2.820 -1.929 3.772 0.003
H 4.738 -0.998 5.963 0.000
H 0.274 -0.989 5.981 -0.001
C -0.623 4.242 -3.108 0.000
C -1.162 3.255 -2.063 0.000
H 2.390 -4.633 5.509 0.000
S 0.172 -1.213 3.133 0.050
C -2.225 4.409 2.202 0.016
H 0.744 -5.100 -1.084 0.001
C 1.796 -3.854 5.975 0.000
C -3.589 -1.154 -6.749 0.000
C -3.371 3.696 1.869 0.024
H -2.036 2.726 -2.453 0.000
C -2.023 1.802 1.227 0.040
H -0.161 4.367 -5.215 0.000
C -0.510 3.627 -4.500 0.000
H 4.094 -1.525 7.499 0.000
C -2.913 -0.015 -4.747 0.000
H -1.488 3.795 -1.171 0.000
C -3.267 2.409 1.381 0.001
H 0.706 -3.982 -2.476 0.002
N -0.657 0.626 -3.143 0.001
H 1.759 -4.069 7.038 0.000
C 0.082 1.085 -2.105 0.002
H 0.448 2.595 -0.868 0.005
H 4.867 -2.514 3.878 0.000
C -0.985 3.813 2.084 0.010
N -0.140 2.311 -1.648 0.001
H 5.325 -2.140 1.474 0.000
H -1.291 5.102 -3.147 0.000
C -1.781 -0.827 -4.665 0.000
C 1.865 -1.474 2.863 0.003
H 4.843 -2.688 6.436 0.000
H -2.300 5.419 2.574 0.001
H 3.522 -1.140 0.051 0.000
C -0.795 -0.698 -3.571 0.000
C 1.306 -0.740 6.209 0.000
N 2.144 -1.166 1.578 -0.003
H -1.259 1.292 -3.611 0.000
Si 2.501 -2.114 5.658 0.000
H -3.131 0.707 -3.973 0.000
O -0.159 -1.610 -3.103 0.003
H -1.481 3.276 -4.850 0.000
Tc 0.347 -0.467 0.818 0.462
C 0.194 -4.289 -1.561 0.006



[4]
12
Properties=species:S:1:pos:R:3:nbo_charge:R:1 method="wB97M-V/def2-TZVPD" max_force_ha_per_bohr=0.1003 energy_ha=-606.2095 spin_multiplicity=1 total_charge=0 smiles=CC(P)(C#N)C#N lumo_energy_ev=0.50 e_above_lowest_kj_mol=110.5
H -1.350 1.160 -0.640 0.238
H 2.327 0.411 1.422 -0.003
P 0.910 0.491 1.373 0.360
C 1.481 1.449 -1.122 0.278
H -1.172 -0.454 -0.106 0.217
C 1.411 -0.983 -0.847 0.259
H -0.897 -0.133 -1.750 0.228
N 1.912 -1.968 -1.125 -0.269
H 1.053 -0.907 1.718 0.004
C 0.771 0.232 -0.521 -0.467
C -0.752 0.159 -0.772 -0.568
N 1.835 2.390 -1.667 -0.276



Repeat the second record exactly.
53
Properties=species:S:1:pos:R:3:nbo_charge:R:1 method="wB97M-V/def2-TZVPD" max_force_ha_per_bohr=0.1044 energy_ha=-1487.5885 spin_multiplicity=1 total_charge=-1 lumo_energy_ev=1.81 e_above_lowest_kj_mol=39.1
O -1.838 3.717 2.689 -0.956
O 0.868 0.858 -0.705 -0.793
H -1.707 -1.921 0.612 0.491
O 0.065 2.981 -1.982 -0.984
O -2.224 -2.623 0.162 -0.989
O 3.898 0.078 -0.378 -1.009
H 2.215 -1.938 -1.984 0.496
H 0.485 1.515 3.812 0.493
O -0.624 -0.364 0.558 -0.729
O 2.430 1.093 -2.965 -0.976
H -1.275 2.787 -0.881 0.504
H -2.034 3.370 3.557 0.456
H -2.490 2.820 0.076 0.476
H 0.154 -0.766 -2.652 0.471
H 2.325 1.866 -3.507 0.469
H 2.190 -1.882 1.569 0.473
H -2.892 0.461 1.597 0.529
H 2.744 1.240 1.835 0.469
C 0.340 -0.224 -0.355 0.997
H 0.395 -3.126 -1.362 0.491
H 0.153 -2.433 2.790 0.469
O 0.803 -1.924 3.255 -0.952
O 0.388 -0.674 -3.570 -1.000
O 0.213 0.665 3.416 -0.987
H 1.111 -0.024 -3.432 0.484
H -1.740 3.004 2.085 0.496
H 0.355 -1.090 3.303 0.475
O -3.971 0.013 0.244 -0.998
O 2.221 -2.315 0.735 -0.970
H -3.320 0.091 -0.487 0.503
O -1.652 2.391 -0.067 -0.999
H -3.195 1.352 2.910 0.482
H 0.915 -4.434 -1.177 0.454
H 1.438 -1.993 0.325 0.467
H 3.454 -0.510 -1.005 0.494
O 3.058 -1.868 -2.456 -0.950
H -0.311 2.597 -2.797 0.474
H -4.505 -0.738 0.006 0.487
O -2.491 0.436 -1.931 -0.962
H 1.913 0.188 2.327 0.486
O -2.539 0.910 2.383 -1.027
H -2.158 -2.533 -0.817 0.488
H 3.424 0.072 0.450 0.477
H -0.727 0.436 0.983 0.502
O 0.302 -3.983 -1.786 -0.956
O 0.571 -1.313 -1.024 -0.855
H 3.423 -2.718 -2.385 0.457
H -0.731 0.693 3.335 0.506
H -2.752 1.100 -2.591 0.480
H -1.966 0.919 -1.247 0.496
H 0.294 2.209 -1.416 0.509
H 2.238 1.207 -2.007 0.523
O 2.758 0.328 1.950 -0.931



Repeat the second record exactly.
53
Properties=species:S:1:pos:R:3:nbo_charge:R:1 method="wB97M-V/def2-TZVPD" max_force_ha_per_bohr=0.1044 energy_ha=-1487.5885 spin_multiplicity=1 total_charge=-1 lumo_energy_ev=1.81 e_above_lowest_kj_mol=39.1
O -1.838 3.717 2.689 -0.956
O 0.868 0.858 -0.705 -0.793
H -1.707 -1.921 0.612 0.491
O 0.065 2.981 -1.982 -0.984
O -2.224 -2.623 0.162 -0.989
O 3.898 0.078 -0.378 -1.009
H 2.215 -1.938 -1.984 0.496
H 0.485 1.515 3.812 0.493
O -0.624 -0.364 0.558 -0.729
O 2.430 1.093 -2.965 -0.976
H -1.275 2.787 -0.881 0.504
H -2.034 3.370 3.557 0.456
H -2.490 2.820 0.076 0.476
H 0.154 -0.766 -2.652 0.471
H 2.325 1.866 -3.507 0.469
H 2.190 -1.882 1.569 0.473
H -2.892 0.461 1.597 0.529
H 2.744 1.240 1.835 0.469
C 0.340 -0.224 -0.355 0.997
H 0.395 -3.126 -1.362 0.491
H 0.153 -2.433 2.790 0.469
O 0.803 -1.924 3.255 -0.952
O 0.388 -0.674 -3.570 -1.000
O 0.213 0.665 3.416 -0.987
H 1.111 -0.024 -3.432 0.484
H -1.740 3.004 2.085 0.496
H 0.355 -1.090 3.303 0.475
O -3.971 0.013 0.244 -0.998
O 2.221 -2.315 0.735 -0.970
H -3.320 0.091 -0.487 0.503
O -1.652 2.391 -0.067 -0.999
H -3.195 1.352 2.910 0.482
H 0.915 -4.434 -1.177 0.454
H 1.438 -1.993 0.325 0.467
H 3.454 -0.510 -1.005 0.494
O 3.058 -1.868 -2.456 -0.950
H -0.311 2.597 -2.797 0.474
H -4.505 -0.738 0.006 0.487
O -2.491 0.436 -1.931 -0.962
H 1.913 0.188 2.327 0.486
O -2.539 0.910 2.383 -1.027
H -2.158 -2.533 -0.817 0.488
H 3.424 0.072 0.450 0.477
H -0.727 0.436 0.983 0.502
O 0.302 -3.983 -1.786 -0.956
O 0.571 -1.313 -1.024 -0.855
H 3.423 -2.718 -2.385 0.457
H -0.731 0.693 3.335 0.506
H -2.752 1.100 -2.591 0.480
H -1.966 0.919 -1.247 0.496
H 0.294 2.209 -1.416 0.509
H 2.238 1.207 -2.007 0.523
O 2.758 0.328 1.950 -0.931